The following is a quantum chemistry calculation of C26H42FN3O9Si2 as an isolated structure in a non-equilibrium geometry, from OMol25.

The geometry in ORCA input format:
```
! wB97M-V def2-TZVPD RIJCOSX def2/J DEFGRID3
* xyz 0 1
C 6.319 -3.356 -0.793
C 6.548 -1.823 -1.415
O 6.774 -0.801 -0.382
C 6.103 0.487 -0.745
C 4.510 0.275 -0.425
C 3.686 1.640 -0.043
C 2.717 2.216 -1.244
C 1.123 1.887 -1.058
Si 0.379 0.659 -2.340
C 1.432 0.581 -3.997
C 2.585 -0.583 -3.975
O 3.887 -0.192 -4.028
F 2.157 -2.013 -3.950
O -0.013 -0.934 -1.716
Si 1.167 -1.521 -0.558
O -1.183 1.375 -2.852
C -2.304 0.724 -2.158
C -2.941 -0.572 -3.001
N -4.005 -1.322 -2.224
C -3.451 -2.047 -1.018
C -3.639 -3.687 -1.059
C -3.551 -4.182 0.535
O -4.963 -4.132 -1.538
H 6.687 -4.149 -1.599
H 6.949 -3.550 0.182
H 5.191 -3.596 -0.574
H 5.645 -1.618 -2.131
H 7.523 -1.850 -2.094
H 6.576 1.399 -0.183
H 6.238 0.592 -1.911
H 4.020 -0.158 -1.420
H 4.412 -0.560 0.389
H 2.957 1.374 0.861
H 4.375 2.523 0.349
H 3.185 1.882 -2.262
H 2.835 3.404 -1.208
H 0.550 2.924 -1.202
H 0.918 1.593 0.080
H 0.679 0.388 -4.886
H 1.882 1.667 -4.202
H 0.403 -2.293 0.455
H 2.100 -2.502 -1.150
H 1.880 -0.492 0.184
H -3.190 1.524 -2.144
H -2.101 0.470 -1.025
H -3.328 -0.136 -4.016
H -2.076 -1.347 -3.277
H -4.427 -1.989 -2.931
H -2.310 -1.850 -0.808
H -4.028 -1.617 -0.068
H -2.754 -4.252 -1.607
H -2.937 -3.356 1.137
H -3.086 -5.256 0.637
H -4.652 -4.116 0.944
H -4.905 -5.143 -1.591
C -10.046 -2.745 2.014
C -9.267 -2.086 1.062
C -7.889 -1.964 1.247
C -7.297 -2.512 2.394
C -8.078 -3.167 3.355
C -9.456 -3.280 3.160
N -5.845 -2.410 2.582
O -5.192 -1.806 1.718
O -5.355 -2.936 3.591
H -11.120 -2.842 1.863
H -9.735 -1.670 0.172
H -7.296 -1.448 0.495
H -7.632 -3.593 4.252
H -10.069 -3.790 3.900
C 3.566 6.691 4.951
C 2.583 6.649 3.961
C 2.882 6.132 2.699
C 4.173 5.653 2.440
C 5.164 5.701 3.429
C 4.854 6.223 4.687
N 4.487 5.085 1.123
O 3.589 5.077 0.268
O 5.630 4.641 0.943
H 3.326 7.089 5.935
H 1.581 7.017 4.175
H 2.104 6.106 1.939
H 6.172 5.337 3.240
H 5.616 6.261 5.462
*
```

Summary:
Calculated total energy in Eh: -2535.8072
HOMO energy in eV: -8.484
Orbital gap in eV: 7.6


The following is a quantum chemistry calculation of a 2-piece molecular cluster, C3H9NOS overall in a non-equilibrium geometry, from OMol25.

The geometry in ORCA input format:
```
! wB97M-V def2-TZVPD RIJCOSX def2/J DEFGRID3
* xyz 0 1
N -2.441 -1.084 -0.125
C -2.889 -0.092 -1.022
O -3.837 0.632 -0.872
H -1.565 -1.515 -0.329
H -3.012 -1.605 0.454
H -2.202 0.243 -1.922
C 2.580 0.655 0.650
C 1.018 0.396 0.703
S 0.527 -0.290 -0.912
H 2.851 1.371 -0.245
H 3.204 -0.253 0.831
H 2.896 1.282 1.545
H 0.685 -0.310 1.544
H 0.469 1.429 0.864
H 1.718 -0.862 -1.164
*
```

Summary:
Calculated total energy in Eh: -647.8521
Structure (SMILES): NC=O.CCS
HOMO energy in eV: -9.423
Orbital gap in eV: 10.2
Energy above the lowest of the compared OMol25 structures with the same formula, charge and spin in eV: 1.251


The following is a quantum chemistry calculation of C23H32GeN4O5RhSe as an isolated structure, from OMol25.

The geometry in ORCA input format:
```
! wB97M-V def2-TZVPD RIJCOSX def2/J DEFGRID3
* xyz 1 5
Rh 0.881 -1.295 0.255
O 1.259 -0.567 2.591
C 2.528 -1.057 2.999
C 3.539 -0.987 1.877
C 4.871 -1.264 2.158
C 5.796 -1.268 1.132
C 5.368 -0.975 -0.157
C 4.034 -0.690 -0.352
N 3.134 -0.696 0.638
H 0.548 -1.087 2.992
H 2.462 -2.098 3.322
H 2.895 -0.460 3.840
H 5.168 -1.487 3.174
H 6.835 -1.493 1.331
H 6.057 -0.977 -0.990
H 3.664 -0.438 -1.339
C -2.005 2.951 2.551
Ge -1.259 3.874 0.992
C -2.002 3.205 -0.695
C -1.301 5.832 1.127
C 0.727 3.443 1.052
Se 1.072 1.616 0.573
C 1.263 1.900 -1.328
H -3.075 3.137 2.632
H -1.525 3.296 3.467
H -1.849 1.875 2.454
H -3.063 3.455 -0.730
H -1.906 2.118 -0.756
H -1.523 3.667 -1.558
H -2.333 6.167 1.224
H -0.870 6.291 0.237
H -0.744 6.171 2.000
H 1.059 3.567 2.084
H 1.305 4.094 0.397
H 0.353 2.362 -1.706
H 1.405 0.927 -1.788
H 2.124 2.544 -1.500
C 1.972 -2.520 -5.247
N 1.263 -1.994 -4.092
C 0.081 -1.300 -4.114
C -0.233 -1.031 -2.814
N 0.747 -1.551 -2.006
C 1.630 -2.120 -2.803
H 1.475 -2.184 -6.152
H 1.973 -3.609 -5.231
H 3.001 -2.167 -5.258
H -0.435 -1.061 -5.027
H -1.085 -0.520 -2.399
H 2.506 -2.658 -2.477
O 0.805 -5.487 0.410
C 1.180 -4.369 0.499
N 1.579 -3.242 0.594
O -3.703 0.791 -0.132
C -4.145 -0.389 0.383
C -5.508 -0.647 0.491
C -5.961 -1.842 1.017
C -5.056 -2.797 1.460
C -3.703 -2.540 1.368
C -3.224 -1.344 0.829
C -1.747 -1.181 0.735
O -1.015 -1.950 1.415
O -1.209 -0.324 -0.040
H -4.462 1.311 -0.412
H -6.214 0.105 0.153
H -7.025 -2.029 1.078
H -5.403 -3.736 1.870
H -2.976 -3.267 1.701
*
```

Summary:
Calculated total energy in Eh: -6079.4837
HOMO energy (spin up / spin down) in eV: -10.380 / -10.424
Orbital gap (spin up / spin down) in eV: 8.1 / 4.5
<S²>: 6.011


The following is a quantum chemistry calculation of C50H42O2P2SSbSe4Y as an isolated structure in a non-equilibrium geometry, from OMol25.

The geometry in ORCA input format:
```
! wB97M-V def2-TZVPD RIJCOSX def2/J DEFGRID3
* xyz 2 1
Y 0.190 0.398 0.074
O 2.004 -0.936 1.506
C 2.120 -0.669 2.882
C 3.366 -0.582 3.483
C 3.422 -0.305 4.839
C 2.258 -0.119 5.581
C 1.030 -0.188 4.952
C 0.940 -0.451 3.583
P -0.592 -0.571 2.626
C -1.742 0.677 3.292
C -1.259 1.889 3.794
C -2.133 2.918 4.115
C -3.501 2.757 3.931
C -3.988 1.564 3.417
C -3.115 0.535 3.094
C -1.254 -2.218 3.016
C -2.260 -2.417 3.952
C -2.692 -3.702 4.260
C -2.104 -4.798 3.648
C -1.068 -4.608 2.737
C -0.649 -3.325 2.417
C 2.907 -1.819 0.892
C 3.322 -2.954 1.569
C 4.203 -3.820 0.940
C 4.654 -3.556 -0.349
C 4.190 -2.437 -1.017
C 3.296 -1.550 -0.413
P 2.568 -0.141 -1.289
C 2.372 -0.658 -3.019
C 1.944 -1.946 -3.335
C 1.697 -2.292 -4.654
C 1.863 -1.356 -5.667
C 2.277 -0.068 -5.357
C 2.530 0.281 -4.037
C 3.831 1.158 -1.318
C 4.979 1.057 -2.106
C 5.956 2.034 -2.050
C 5.801 3.124 -1.200
C 4.669 3.235 -0.410
C 3.687 2.254 -0.473
H 4.274 -0.728 2.916
H 4.388 -0.236 5.320
H 2.320 0.082 6.641
H 0.128 -0.032 5.531
H -0.197 2.038 3.953
H -1.744 3.840 4.526
H -4.182 3.555 4.196
H -5.050 1.430 3.262
H -3.518 -0.384 2.683
H -2.723 -1.580 4.461
H -3.479 -3.848 4.987
H -2.435 -5.799 3.887
H -0.580 -5.462 2.285
H 0.173 -3.195 1.722
H 2.972 -3.157 2.572
H 4.537 -4.707 1.460
H 5.350 -4.226 -0.832
H 4.514 -2.261 -2.035
H 1.805 -2.692 -2.562
H 1.367 -3.297 -4.887
H 1.672 -1.634 -6.695
H 2.410 0.662 -6.143
H 2.863 1.289 -3.819
H 5.109 0.214 -2.774
H 6.840 1.944 -2.666
H 6.567 3.886 -1.159
H 4.551 4.083 0.250
H 2.805 2.363 0.153
Se 0.504 -5.272 -1.189
Sb -1.442 -3.855 -1.575
Se -1.777 -4.233 -3.811
Se -3.424 -4.176 -0.088
Se -0.691 -1.633 -0.763
O -0.257 2.378 -0.386
S -0.931 3.764 -0.738
C -2.474 3.722 0.179
C -3.555 2.772 -0.256
C -4.762 3.292 -0.701
C -5.797 2.443 -1.079
C -5.622 1.070 -1.022
C -4.416 0.541 -0.575
C -3.399 1.393 -0.186
C -1.377 3.657 -2.495
C -1.783 2.335 -3.089
C -0.870 1.303 -3.292
C -1.262 0.138 -3.934
C -2.569 -0.005 -4.374
C -3.479 1.027 -4.190
C -3.088 2.194 -3.553
H -2.827 4.756 0.134
H -2.133 3.543 1.204
H -4.911 4.364 -0.747
H -6.738 2.856 -1.416
H -6.428 0.413 -1.320
H -4.267 -0.531 -0.529
H -2.483 0.943 0.182
H -0.492 4.075 -2.979
H -2.179 4.396 -2.583
H 0.172 1.435 -3.010
H -0.544 -0.655 -4.104
H -2.866 -0.919 -4.871
H -4.493 0.929 -4.553
H -3.802 2.998 -3.429
*
```

Summary:
Calculated total energy in Eh: -13045.8123
HOMO energy (spin up / spin down) in eV: -12.966 / -12.774
Orbital gap (spin up / spin down) in eV: 6.0 / 5.9
Energy above the lowest of the compared OMol25 structures with the same formula, charge and spin in eV: 3.289


The following is a quantum chemistry calculation of C23H14CrI2N4O7S5 as an isolated structure in a non-equilibrium geometry, from OMol25.

The geometry in ORCA input format:
```
! wB97M-V def2-TZVPD RIJCOSX def2/J DEFGRID3
* xyz -1 4
Cr 9.644 15.483 11.088
I 14.102 13.552 16.822
C 12.595 14.269 15.578
C 11.327 13.759 15.748
C 10.367 14.072 14.869
I 8.410 13.318 15.076
C 10.567 14.862 13.733
O 9.597 15.198 12.947
C 11.897 15.357 13.585
C 12.124 16.342 12.497
N 11.748 15.710 11.267
C 12.233 16.405 10.071
C 11.532 15.965 8.794
C 12.153 15.961 7.551
C 11.448 15.703 6.342
C 10.105 15.407 6.522
C 9.600 15.295 7.854
N 10.273 15.488 8.957
C 12.914 15.045 14.486
H 11.154 12.924 16.371
H 13.094 16.755 12.413
H 11.394 17.189 12.598
H 12.072 14.694 11.190
H 13.357 16.223 10.057
H 12.013 17.479 10.201
H 13.232 16.187 7.414
H 11.889 15.614 5.336
H 9.439 15.270 5.700
H 8.539 14.982 7.918
H 13.788 15.554 14.212
S 7.697 18.773 5.437
C 7.711 18.240 6.998
S 8.809 18.800 8.117
C 8.515 17.702 9.523
C 7.563 16.783 9.282
S 7.257 15.360 10.310
S 6.752 16.964 7.691
S 9.495 17.817 10.985
O 12.159 12.981 10.725
C 10.983 12.721 10.970
O 9.958 13.459 10.925
C 10.755 11.366 11.603
C 11.740 10.454 11.779
C 11.488 9.247 12.299
C 10.226 8.859 12.658
C 9.248 9.807 12.532
C 9.455 11.067 12.023
N 7.908 9.446 13.052
O 7.774 8.332 13.461
O 7.062 10.309 13.159
N 12.540 8.250 12.352
O 12.118 7.116 12.323
O 13.698 8.581 12.481
H 12.733 10.731 11.511
H 10.022 7.826 12.910
H 8.596 11.747 11.930
*
```

Summary:
Calculated total energy in Eh: -5261.4166
HOMO energy (spin up / spin down) in eV: -4.869 / -5.007
Orbital gap (spin up / spin down) in eV: 6.1 / 6.3
<S²>: 3.790
Energy above the lowest of the compared OMol25 structures with the same formula, charge and spin in eV: 0.573


The following is a quantum chemistry calculation of a 3-piece molecular cluster, C3H10O3 overall in a non-equilibrium geometry, from OMol25.

The geometry in ORCA input format:
```
! wB97M-V def2-TZVPD RIJCOSX def2/J DEFGRID3
* xyz 0 1
C 1.625 -1.806 0.298
C 0.862 -0.733 0.160
C 0.636 0.305 1.261
O 0.829 1.585 0.733
H 1.851 -2.605 -0.379
H 2.071 -1.960 1.286
H 0.415 -0.514 -0.797
H -0.440 0.202 1.497
H 1.217 0.054 2.158
H 1.160 2.275 1.310
O -2.546 -0.850 -1.583
H -2.291 0.019 -1.196
H -1.679 -1.270 -1.638
O -1.218 1.474 -1.296
H -1.698 2.307 -1.393
H -0.796 1.516 -0.422
*
```

Summary:
Calculated total energy in Eh: -345.9743
Structure (SMILES): C=CCO.O.O
HOMO energy in eV: -10.241
Orbital gap in eV: 10.7
Energy above the lowest of the compared OMol25 structures with the same formula, charge and spin in eV: 1.093


Q: The lowest calculated total energy belongs to which entry?
A: C50H42O2P2SSbSe4Y


Q: Among the records above, which one has the highest calculated total energy?
A: C3H10O3